## w
15
Properties=species:S:1:pos:R:3 method="wB97M-V/def2-TZVPD" multiplicity=1 total_charge=0 molar_mass_g_mol=105.112 homo_ev=-9.5
C 0.579 -1.863 -0.619
C 0.485 -0.676 0.335
O 0.725 -0.761 1.521
C -0.128 0.610 -0.229
C 0.456 1.846 0.390
N -1.640 0.592 0.218
F -2.282 -0.484 -0.474
H 1.677 -2.222 -0.648
H -0.092 -2.710 -0.277
H 0.281 -1.483 -1.586
H -0.127 0.440 -1.361
H 0.014 2.172 1.354
H 1.594 1.548 0.568
H 0.328 2.700 -0.283
H -1.868 0.292 1.091



## x
15
Properties=species:S:1:pos:R:3 method="wB97M-V/def2-TZVPD" multiplicity=1 total_charge=0 molar_mass_g_mol=105.112 homo_ev=-9.6
C -0.104 1.434 1.535
C -0.851 0.596 0.453
C 0.122 -0.292 -0.300
C -0.488 -1.198 -1.359
F -1.833 -0.838 -1.451
N 1.386 -0.331 -0.026
O 2.067 -1.126 -0.903
H -0.831 1.980 2.159
H 0.365 0.690 2.169
H 0.503 2.230 1.175
H -1.354 1.182 -0.205
H -1.583 -0.028 0.971
H 0.021 -1.041 -2.372
H -0.431 -2.278 -1.060
H 3.011 -0.981 -0.786



Quick one: least stable of them? w



## w
8
Properties=species:S:1:pos:R:3 method="wB97M-V/def2-TZVPD" multiplicity=1 total_charge=0 molar_mass_g_mol=139.955 homo_ev=-9.9
C -0.828 -0.933 0.413
C 0.547 -0.523 -0.021
N -0.380 -0.295 -0.864
F 0.674 2.087 -0.206
Br 2.432 -0.607 0.047
H -0.899 -1.978 0.383
H -1.354 -0.344 1.041
H -0.192 2.593 -0.793



## x
8
Properties=species:S:1:pos:R:3 method="wB97M-V/def2-TZVPD" multiplicity=1 total_charge=0 molar_mass_g_mol=139.955 homo_ev="-9.2 / -9.2"
C -0.815 -0.482 0.155
C 0.497 -0.399 -0.478
N 0.488 -0.184 0.851
F 1.297 -1.135 -1.254
Br 0.717 2.445 -1.050
H -1.595 0.336 -0.052
H -1.304 -1.330 0.463
H 0.716 0.748 1.365



Quick one: least stable of them? x



## w
8
Properties=species:S:1:pos:R:3 method="wB97M-V/def2-TZVPD" multiplicity=1 total_charge=0 molar_mass_g_mol=52.076 homo_ev=-8.6
C 1.336 -0.475 1.712
C 1.014 -0.870 0.347
C 0.054 -0.292 -0.397
C -0.948 0.399 -0.770
H 0.573 0.374 1.853
H 1.850 -1.201 -0.228
H -1.830 0.144 -1.309
H -0.524 1.405 -0.819



## x
8
Properties=species:S:1:pos:R:3 method="wB97M-V/def2-TZVPD" multiplicity=1 total_charge=0 molar_mass_g_mol=52.076 homo_ev="-9.7 / -9.7"
C 0.962 0.237 0.104
C 2.193 0.528 0.145
C -0.236 -0.606 0.595
C -0.408 0.474 -0.337
H -0.211 -1.635 0.272
H -0.522 -0.460 1.633
H -0.924 1.404 -0.227
H -0.853 0.058 -2.185



Quick one: least stable of them? x



## w
8
Properties=species:S:1:pos:R:3 method="wB97M-V/def2-TZVPD" multiplicity=1 total_charge=0 molar_mass_g_mol=81.115 homo_ev="-8.3 / -8.3"
C -0.789 -0.493 1.024
N 0.215 -1.319 0.488
S 0.130 -2.093 -0.919
H -1.719 -0.982 0.923
H -0.624 -0.258 2.028
H -0.992 0.467 0.621
F 1.593 2.002 -1.954
H 2.187 2.675 -2.212



## x
8
Properties=species:S:1:pos:R:3 method="wB97M-V/def2-TZVPD" multiplicity=1 total_charge=0 molar_mass_g_mol=81.115 homo_ev=-9.7
C -0.919 -0.152 0.286
N 0.103 0.535 -0.513
S 1.633 0.786 0.104
F 2.476 -0.958 -0.009
H -0.563 -1.137 0.624
H -1.047 0.603 1.251
H -1.870 -0.101 -0.249
H 0.188 0.424 -1.494



Quick one: least stable of them? w



## w
14
Properties=species:S:1:pos:R:3 method="wB97M-V/def2-TZVPD" multiplicity=1 total_charge=0 molar_mass_g_mol=134.160 homo_ev=-9.0
H -1.074 2.086 -0.125
N -0.016 1.855 -0.120
C 0.272 0.627 -0.179
C 1.759 0.315 -0.124
O 2.440 1.405 0.195
S 2.484 -1.110 -0.457
N -0.640 -0.412 -0.381
C -0.715 -1.529 0.562
O -1.932 0.124 -0.528
H 1.861 2.130 0.204
H 0.250 -1.909 0.703
H -1.351 -2.329 0.154
H -1.186 -1.192 1.507
H -2.152 -0.061 -1.410



## x
14
Properties=species:S:1:pos:R:3 method="wB97M-V/def2-TZVPD" multiplicity=1 total_charge=0 molar_mass_g_mol=134.160 homo_ev=-9.2
O 1.611 -1.635 0.472
C 2.269 -0.462 -0.102
C 1.216 0.584 -0.381
N -0.023 0.350 -0.127
O -0.963 1.324 -0.168
C -2.289 1.097 0.293
N -3.030 0.110 0.399
S -2.713 -1.510 -0.279
H 0.614 -1.129 0.858
H 2.999 -0.091 0.660
H 2.742 -0.705 -1.022
H 1.721 1.517 -0.566
H -2.738 2.017 0.508
H -1.417 -1.467 -0.544



## y
14
Properties=species:S:1:pos:R:3 method="wB97M-V/def2-TZVPD" multiplicity=1 total_charge=0 molar_mass_g_mol=134.160 homo_ev=-8.9
C 1.826 1.650 0.143
C 1.224 0.261 -0.016
N 1.895 -0.834 -0.100
O 3.252 -0.515 0.033
O -0.092 0.251 -0.224
C -0.656 -1.015 0.082
N -1.944 -1.032 0.210
S -2.806 0.437 -0.082
H 2.040 1.946 1.258
H 1.103 2.515 -0.239
H 2.678 1.573 -0.528
H 3.718 -1.324 -0.141
H 0.125 -1.802 -0.025
H -4.063 -0.098 0.487



Quick one: least stable of them? x



## w
9
Properties=species:S:1:pos:R:3 method="wB97M-V/def2-TZVPD" multiplicity=1 total_charge=+1 molar_mass_g_mol=83.074 homo_ev=-16.5
C 0.825 0.531 -0.803
C -0.106 -1.359 0.619
N -0.253 2.143 -0.783
N -1.194 2.209 -0.232
N 0.829 1.707 -1.272
N 0.338 -0.288 -0.168
H -0.712 -0.875 1.373
H -0.439 -2.162 0.050
H 0.713 -1.906 1.215



## x
9
Properties=species:S:1:pos:R:3 method="wB97M-V/def2-TZVPD" multiplicity=1 total_charge=+1 molar_mass_g_mol=83.074 homo_ev=-15.2
C 2.594 0.657 -0.079
C 0.893 -0.288 0.036
N 2.029 -1.021 -0.013
N 3.263 -0.365 0.045
N 1.320 1.071 0.005
N -0.349 -0.771 -0.036
H 0.766 1.889 0.191
H -0.739 -1.558 0.414
H -1.105 -0.176 -0.430



Quick one: least stable of them? x